(1)
# C4H15NO3

A 3-piece molecular cluster, C4H15NO3 overall (ωB97M-V/def2-TZVPD, OMol25).

XYZ file:
```
23
Properties=species:S:1:pos:R:3:forces:R:3:nbo_charge:R:1
C -1.423903 -1.088394 -0.266412 -1.425 -0.980 -1.684 -0.43
N -1.326426 0.270671 0.266460 2.601 -2.613 1.300 -0.65
C -0.844911 0.281864 1.699067 -2.306 -3.599 0.302 -0.23
C -0.020401 1.458529 2.019195 0.090 1.938 1.817 -0.47
C 1.513379 1.209172 1.980625 -0.173 1.124 -0.561 -0.06
O 1.921163 0.389062 0.873721 0.400 -0.266 2.072 -0.72
H -2.153882 -1.236941 -1.150598 0.847 0.893 1.395 0.21
H -0.493539 -1.411399 -0.714344 0.527 0.039 0.220 0.21
H -1.735915 -1.864606 0.441808 0.058 0.305 0.283 0.19
H -2.145298 0.759144 0.123394 -2.039 1.242 0.056 0.37
H -1.804816 0.033491 2.379760 2.075 1.060 -1.116 0.19
H -0.204722 -0.668622 1.869838 -0.984 1.433 -0.616 0.22
H -0.278887 2.313122 1.357289 0.179 -0.557 0.252 0.22
H -0.284205 1.826664 3.073347 0.488 -0.435 -1.318 0.22
H 1.841406 0.689810 2.916238 -0.038 0.644 -0.863 0.18
H 1.929839 2.273244 1.837362 0.028 -1.647 0.703 0.17
H 1.448067 0.702714 0.132073 -0.534 0.702 -1.612 0.47
O 0.033776 1.680130 -1.374944 4.559 -3.815 1.306 -1.01
H -0.279116 0.947861 -0.708630 -0.431 1.667 -1.138 0.47
H -0.657398 2.209728 -1.541122 -3.920 2.866 -0.802 0.45
O 1.901324 -3.540312 -4.780373 -0.257 0.265 -0.272 -0.94
H 1.444962 -2.844430 -5.289061 0.268 -0.643 0.285 0.47
H 1.619499 -4.390503 -5.144693 -0.013 0.377 -0.010 0.47
```
Forces are in eV/Å.

Summary:
- HOMO level (eV) = -9.41
- SMILES string = CNCCCO.O.O
- charge = 0



(2)
# C4H15NO4

A 4-piece molecular cluster, C4H15NO4 overall (ωB97M-V/def2-TZVPD, OMol25).

XYZ file:
```
24
Properties=species:S:1:pos:R:3:forces:R:3:nbo_charge:R:1
C 1.564792 0.897321 2.286934 0.753 2.306 0.483 -0.41
N 1.015569 0.494226 1.033566 -0.251 -0.808 -0.137 -0.46
C 0.326284 1.537693 0.295971 -0.275 0.369 0.244 -0.41
C 0.200345 -0.691305 1.099378 -1.445 -1.677 -0.678 -0.35
C 0.846478 -1.844945 0.261719 -0.704 0.879 1.750 0.47
O 0.223292 -2.484730 -0.534248 -0.038 -0.417 -0.102 -0.55
H 0.824510 1.233642 3.030950 -0.184 -0.291 -0.015 0.17
H 2.261166 0.229090 2.765987 -0.114 -0.910 -0.103 0.20
H 2.210097 1.795859 2.138020 -0.474 -0.405 -0.156 0.20
H 1.008317 2.371224 0.143407 -0.067 0.176 0.083 0.20
H -0.608206 1.871687 0.801798 0.475 0.040 -0.044 0.17
H 0.012121 1.183373 -0.683428 0.140 -0.223 -0.035 0.21
H -0.803541 -0.553802 0.633265 0.676 0.252 -0.042 0.23
H -0.158880 -1.076768 2.105088 1.163 0.478 -0.589 0.22
H 1.907905 -2.044576 0.518459 0.043 0.030 -0.366 0.10
O 1.463026 -1.635114 -2.718480 0.193 0.331 -0.579 -0.96
H 2.361365 -1.510090 -2.371867 -0.586 -0.525 -0.103 0.47
H 1.136744 -2.528690 -2.531438 0.556 0.413 0.317 0.49
O -2.066683 0.009884 -2.407372 0.342 -0.220 -0.451 -0.95
H -1.721363 -0.865199 -2.616227 -0.174 -0.408 0.503 0.48
H -1.577136 0.495955 -3.078148 -0.136 0.607 0.058 0.47
O -3.527965 0.914881 0.302222 -0.041 0.047 0.099 -0.96
H -3.466948 0.367425 -0.492491 0.158 0.332 -0.021 0.49
H -3.431279 1.832970 0.016924 -0.010 -0.376 -0.116 0.47
```
Forces are in eV/Å.

Summary:
- HOMO level (eV) = -8.66
- SMILES string = CN(C)CC=O.O.O.O
- charge = 0



Number 1: LUMO level 0.789 eV. Number 2: LUMO level 0.643 eV.